(1)
Entry from the Open Molecules 2025 dataset: a structure of composition C5H5Br6Cl9 (wB97M-V/def2-TZVPD).

XYZ file:
```
25
Properties=species:S:1:pos:R:3:forces:R:3
C -3.475849 3.501283 -2.289717 -0.3 0.8 -0.3
Br -5.332734 4.265489 -1.940370 1.7 -0.8 -0.4
Br -2.123257 4.992121 -2.373990 -1.1 -1.2 -0.2
Br -3.460828 2.267159 -3.851043 0.0 1.1 1.1
H -3.173017 2.930268 -1.412029 -0.3 0.1 -0.3
C 0.206122 -0.308725 -0.521983 -0.2 -1.1 -1.1
Br 0.034566 -1.796813 0.833482 -0.2 1.9 -0.9
Br -1.458456 0.700634 -1.111612 1.4 -1.1 1.0
Br 0.986810 -1.115649 -2.214946 -0.5 0.7 1.4
H 0.943536 0.375048 -0.101523 -0.3 0.0 -0.2
C 5.004858 0.883094 -0.310199 -1.2 -0.7 -0.2
Cl 4.893842 2.527046 0.267106 0.3 0.0 0.1
Cl 4.765638 0.833592 -2.068402 0.5 0.0 0.2
Cl 3.668651 -0.104914 0.405546 0.3 0.2 0.2
H 5.911603 0.359563 -0.007153 0.0 0.5 -0.2
C -1.137047 1.056686 2.982392 0.2 0.1 0.9
Cl -1.620865 2.600339 3.706961 0.1 0.2 -0.4
Cl -2.260484 -0.165952 3.559605 -0.3 -0.2 -0.5
Cl 0.460579 0.607635 3.590163 0.4 0.2 -0.2
H -1.091794 1.157568 1.898013 -0.3 -0.2 0.2
C -0.420996 -5.067084 0.267061 0.8 -0.5 0.6
Cl -1.213255 -4.279579 -1.050202 -0.4 -0.4 -0.7
Cl 1.349122 -4.844017 0.185792 -0.1 -0.1 -0.1
Cl -0.723308 -6.850559 0.397915 -0.2 1.2 -0.1
H -0.733437 -4.524235 1.159133 -0.1 -0.7 0.1
```
Positions in Å, forces in eV/Å.

Values from the calculation:
HOMO level: -10.46 eV
ΔE to the lowest compared entry with this formula, charge and spin: 118.2 kJ/mol
Orbital gap: 9.34 eV
Lowest unoccupied orbital energy: -1.119 eV

(2)
Entry from the Open Molecules 2025 dataset: a cluster of 2 separate species, C5H5BrClNO in total (wB97M-V/def2-TZVPD).

XYZ file:
```
14
Properties=species:S:1:pos:R:3:forces:R:3
Cl -2.414561 1.555481 -0.089444 0.2 0.1 0.2
C -0.755540 0.963158 -0.030053 -1.1 1.4 -1.3
C -0.261543 0.452271 1.102519 0.7 -2.4 3.8
C 1.050158 -0.067666 1.051327 0.8 -0.7 0.0
C 1.840563 0.117514 -0.111604 -2.4 0.4 0.8
Br 3.655050 -0.275241 -0.027535 0.3 -0.2 -0.4
C 1.157196 0.632154 -1.221052 1.0 0.0 -0.7
N -0.109904 1.062453 -1.146587 1.3 -0.3 -1.3
H -0.918151 0.271097 2.042456 1.3 0.5 -1.9
H 1.535139 -0.757808 1.814538 -1.0 1.5 -0.5
H 1.695634 0.654088 -2.216190 -0.9 0.3 1.2
O -1.913008 -1.384757 -0.630374 0.9 -2.8 0.3
H -1.889530 -2.313985 -0.222533 -0.4 2.3 -0.8
H -2.671504 -0.908760 -0.315469 -0.7 0.0 0.4
```
Positions in Å, forces in eV/Å.

Values from the calculation:
HOMO level: -9.36 eV
ΔE to the lowest compared entry with this formula, charge and spin: 22.6 kJ/mol
Orbital gap: 9.85 eV
Lowest unoccupied orbital energy: 0.488 eV

(3)
Entry from the Open Molecules 2025 dataset: an isolated molecule of C5H5Cl (wB97M-V/def2-TZVPD).

XYZ file:
```
11
Properties=species:S:1:pos:R:3:forces:R:3
C 0.802844 -1.326628 -2.081553 -2.1 1.8 1.9
C -0.161979 -0.502784 -1.565404 1.5 -0.1 0.6
C -0.156389 0.123601 -0.260892 0.9 -2.2 -4.7
C -0.155643 0.560868 0.815167 0.0 0.8 2.1
C -0.341404 0.933132 2.152054 -2.0 -0.1 0.3
Cl 0.191183 2.540113 2.424468 0.8 1.8 0.7
H 0.470297 -1.752426 -2.991268 0.7 -0.6 -1.0
H 1.708070 -1.573453 -1.508985 -0.5 0.0 -0.6
H -1.057767 -0.172172 -2.064247 -0.1 -0.6 -0.8
H 0.136728 0.220320 2.771264 0.4 -0.4 1.0
H -1.435941 0.949431 2.309394 0.5 -0.3 0.4
```
Positions in Å, forces in eV/Å.

Values from the calculation:
HOMO level: -9.30 eV
ΔE to the lowest compared entry with this formula, charge and spin: 200.1 kJ/mol
Orbital gap: 10.02 eV
Lowest unoccupied orbital energy: 0.714 eV

(4)
Entry from the Open Molecules 2025 dataset: an isolated molecule of C5H5Cl (wB97M-V/def2-TZVPD).

XYZ file:
```
11
Properties=species:S:1:pos:R:3:forces:R:3
Cl 2.536191 0.852738 0.833503 -1.6 -0.9 0.2
C 0.814502 0.171998 0.684990 -2.2 0.5 0.9
C -0.126013 1.221408 0.074212 -2.1 -4.4 -2.6
C -1.085418 0.574324 -0.737308 2.0 -1.9 2.0
C -0.761573 -1.024554 -0.539172 3.8 2.8 -1.3
C 0.575208 -1.147854 -0.081745 -4.1 2.6 1.0
H 0.090780 0.052246 1.729489 3.1 0.1 -2.0
H -0.031481 2.187252 0.405167 0.1 2.3 0.2
H -1.924747 0.888392 -1.441344 1.3 -0.1 1.6
H -1.295090 -1.805193 -1.052534 -0.3 -0.1 0.1
H 1.207641 -1.970757 0.124742 0.1 -0.9 -0.1
```
Positions in Å, forces in eV/Å.

Values from the calculation:
HOMO level: -9.00 eV
ΔE to the lowest compared entry with this formula, charge and spin: 223.4 kJ/mol
Orbital gap: 9.35 eV
Lowest unoccupied orbital energy: 0.358 eV

(5)
Entry from the Open Molecules 2025 dataset: an isolated molecule of C5H5Cl (wB97M-V/def2-TZVPD).

XYZ file:
```
11
Properties=species:S:1:pos:R:3:forces:R:3
C -2.988656 -0.681294 -0.017370 6.5 3.7 0.1
C -1.867069 -0.083261 0.001252 -3.4 -2.9 0.0
C -0.400411 0.211385 -0.011322 -4.3 1.8 0.6
C -0.085716 1.713762 0.005560 1.6 -0.5 2.7
C 0.342126 -0.831914 0.103620 3.8 3.8 -0.9
Cl 2.008141 -0.343258 -0.050532 1.4 -0.7 0.1
H -3.981029 -0.781641 -0.254145 -1.8 -0.6 -0.2
H 0.980503 2.205195 0.170446 -2.4 -1.6 -0.8
H -0.749143 2.105979 0.788056 0.6 -0.3 0.9
H -0.700012 2.113616 -0.699271 -0.7 1.5 -3.2
H 0.309643 -1.779827 0.363522 -1.2 -4.3 0.7
```
Positions in Å, forces in eV/Å.

Values from the calculation:
HOMO level: -9.09 eV
ΔE to the lowest compared entry with this formula, charge and spin: 316.6 kJ/mol
Orbital gap: 9.81 eV
Lowest unoccupied orbital energy: 0.721 eV

(6)
Entry from the Open Molecules 2025 dataset: a cluster of 2 separate species, C5H5Cl4N in total (wB97M-V/def2-TZVPD).

XYZ file:
```
15
Properties=species:S:1:pos:R:3:forces:R:3
C -2.198910 -0.912575 -1.577512 1.4 -0.4 2.7
C 0.528326 -0.357610 -0.021724 -1.5 0.4 1.5
C -0.799804 0.297097 0.294028 0.5 0.2 -0.8
C -1.809642 -0.677604 -0.188449 2.0 -1.8 -2.3
C -3.682424 0.401099 0.051511 -4.5 1.6 0.6
N -2.466201 -1.331839 -2.613894 -0.3 0.1 -0.9
Cl -1.952924 -2.010240 0.898348 -0.4 -0.2 -0.6
Cl -4.950836 -0.690179 -0.399838 0.1 -0.3 0.2
Cl -3.719826 1.772619 -0.938740 0.5 0.8 -0.2
Cl -3.564704 0.649297 1.733437 0.0 0.4 0.4
H 1.257875 0.163986 0.485354 2.0 1.0 1.0
H 0.679349 -0.328790 -1.018656 0.8 0.0 -3.4
H 0.475478 -1.351773 0.296937 0.4 -1.5 0.5
H -0.892872 0.284294 1.342749 -0.2 0.4 1.3
H -0.749164 1.349640 -0.043449 -0.8 -0.6 -0.2
```
Positions in Å, forces in eV/Å.

Values from the calculation:
HOMO level (alpha / beta): -6.85 / -11.31 eV
Multiplicity: 3
Orbital gap (alpha / beta): 7.34 / 8.36 eV
Lowest unoccupied orbital energy (alpha / beta): 0.486 / -2.953 eV

(7)
Entry from the Open Molecules 2025 dataset: an isolated molecule of C5H5ClFN (wB97M-V/def2-TZVPD).

XYZ file:
```
13
Properties=species:S:1:pos:R:3:forces:R:3
C -0.869319 1.487868 -0.015179 2.9 -3.2 -1.3
C -1.352423 0.840951 1.007656 -1.7 1.0 1.5
C -0.122348 -1.223822 0.914426 1.2 0.4 -0.1
C 0.864466 -1.022737 -0.264344 -2.4 -0.1 -2.1
C 0.673838 0.140440 -1.186437 -3.8 3.8 1.3
N -0.932404 -0.452795 1.494685 -0.5 -0.4 -0.5
F 0.018041 0.126361 -2.393391 0.8 -1.1 1.1
Cl 1.934870 1.348489 -1.284474 0.4 -0.5 -0.2
H -0.753872 2.401426 -0.540582 -0.5 0.6 -0.1
H -2.230868 1.295560 1.670796 2.0 -1.0 -1.3
H 0.149146 -2.214357 1.329475 -0.7 0.6 0.3
H 1.804250 -0.735591 0.083690 1.8 -0.7 1.3
H 0.816623 -1.991794 -0.816321 0.6 0.7 0.2
```
Positions in Å, forces in eV/Å.

Values from the calculation:
HOMO level: -8.45 eV
ΔE to the lowest compared entry with this formula, charge and spin: 401.3 kJ/mol
Orbital gap: 8.72 eV
Lowest unoccupied orbital energy: 0.266 eV

(8)
Entry from the Open Molecules 2025 dataset: a structure of composition C5H5ClN2O (wB97M-V/def2-TZVPD).

XYZ file:
```
14
Properties=species:S:1:pos:R:3:forces:R:3
C 0.166762 -1.680967 -0.042761 -0.1 0.8 -0.4
C 0.478269 0.524687 0.060929 5.7 -2.1 -1.1
C 2.053288 -0.516384 -0.159819 -7.6 1.5 1.9
C 0.478903 1.948899 0.205108 -1.0 -0.1 0.7
C -1.830613 -0.204307 -0.075571 -1.8 2.0 -1.0
N 1.486729 -1.701916 -0.019165 1.9 0.4 -0.9
N -0.434028 -0.465830 -0.020274 2.2 0.2 0.1
O 1.469316 2.660849 0.271517 -0.8 -0.5 -0.4
Cl 3.619920 -0.097784 0.044963 1.1 0.2 0.0
H -0.338934 -2.562032 -0.334638 -0.9 -0.6 0.2
H -0.580030 2.332803 0.391963 0.8 0.2 -0.2
H -2.357949 -1.099544 -0.459568 0.2 0.7 0.4
H -2.193322 0.125698 0.925931 0.1 -0.6 -0.7
H -2.018306 0.735829 -0.788616 0.4 -2.3 1.4
```
Positions in Å, forces in eV/Å.

Values from the calculation:
HOMO level (alpha / beta): -8.11 / -8.11 eV
ΔE to the lowest compared entry with this formula, charge and spin: 234.7 kJ/mol
Orbital gap (alpha / beta): 7.61 / 7.61 eV
Lowest unoccupied orbital energy (alpha / beta): -0.492 / -0.492 eV

(9)
Entry from the Open Molecules 2025 dataset: a structure of composition C5H5CoNOS9 (wB97M-V/def2-TZVPD).

XYZ file:
```
22
Properties=species:S:1:pos:R:3:forces:R:3
Co 7.316897 9.468077 3.856007 0.7 1.1 -0.5
S 12.777542 14.302276 3.211681 1.2 1.1 -0.1
C 11.592090 13.188422 3.345642 -1.3 -0.7 -0.1
S 9.898378 13.582614 3.290534 1.2 0.0 0.0
C 9.274797 11.987023 3.413385 2.5 -1.7 0.3
C 10.228171 10.947860 3.538595 -1.4 2.9 -0.3
S 9.876837 9.320858 3.635125 -0.5 -1.8 0.0
S 11.870982 11.501352 3.496075 0.0 0.4 0.1
S 7.617826 11.806898 3.326397 -2.0 -0.5 -0.1
S 4.843773 9.963079 3.715154 -0.2 -0.2 -0.3
S 4.315036 8.647707 5.231169 -0.5 0.0 -0.4
S 5.491906 9.310499 6.703974 0.9 -0.1 0.7
S 7.443698 8.854506 6.010676 -0.7 -0.2 0.9
C 6.649599 5.457577 3.323112 0.4 -0.2 -0.1
C 6.334251 6.833812 2.825900 -0.3 -0.2 0.2
N 5.073490 7.099883 2.472673 -0.7 0.2 -0.3
O 7.233407 7.668656 2.796067 0.1 0.0 -0.3
H 5.898130 4.711333 3.110569 -0.3 -0.2 -0.2
H 6.764357 5.533951 4.400333 0.1 0.1 0.2
H 7.608203 5.151419 2.906964 0.0 0.0 0.0
H 4.351818 6.425677 2.701507 0.4 0.2 0.0
H 4.781846 8.103825 2.510285 0.3 -0.4 0.0
```
Positions in Å, forces in eV/Å.

Values from the calculation:
HOMO level (alpha / beta): -0.19 / -0.31 eV
ΔE to the lowest compared entry with this formula, charge and spin: 0.0 kJ/mol
Multiplicity: 4
Orbital gap (alpha / beta): 4.84 / 4.95 eV
Charge: -2
Lowest unoccupied orbital energy (alpha / beta): 4.648 / 4.646 eV

(10)
Entry from the Open Molecules 2025 dataset: an isolated molecule of C5H5F (wB97M-V/def2-TZVPD).

XYZ file:
```
11
Properties=species:S:1:pos:R:3:forces:R:3
C -2.407829 0.336199 -0.333269 0.2 -1.1 0.5
C -1.584108 -0.701283 -0.074034 -0.8 0.9 -0.1
C -0.152318 -0.450335 0.000694 -1.9 -1.3 0.0
C 1.029294 -0.358590 0.148988 1.4 1.1 0.0
C 2.395891 0.220404 0.274576 -2.0 0.1 -0.4
F 3.246081 -0.347247 -0.625254 0.7 -0.4 -0.1
H -1.990175 1.289621 -0.539392 0.3 0.8 -0.1
H -3.496285 0.296532 -0.283416 0.3 -0.4 -0.2
H -2.049228 -1.688877 0.116629 0.8 0.6 0.0
H 2.297525 1.278781 0.018990 0.2 0.0 0.1
H 2.711149 0.124797 1.295485 0.7 -0.2 0.4
```
Positions in Å, forces in eV/Å.

Values from the calculation:
HOMO level: -9.41 eV
ΔE to the lowest compared entry with this formula, charge and spin: 159.0 kJ/mol
Orbital gap: 10.24 eV
Lowest unoccupied orbital energy: 0.828 eV

(11)
Entry from the Open Molecules 2025 dataset: an isolated molecule of C5H5F (wB97M-V/def2-TZVPD).

XYZ file:
```
11
Properties=species:S:1:pos:R:3:forces:R:3
C -0.237804 -0.749651 0.641742 -0.1 0.4 -0.2
C 0.056281 -1.951659 1.003055 0.1 -0.3 0.2
C -0.149264 0.900730 -1.193983 0.2 0.2 0.2
C -0.546510 0.449018 0.192337 -1.4 -0.5 0.3
C 1.132248 0.986331 -0.449977 1.2 0.1 -0.8
F 1.250434 2.225030 0.098305 -0.3 -0.1 -0.1
H 0.999411 -2.191278 1.467851 0.2 0.1 0.0
H -0.635152 -2.767297 0.859711 -0.2 0.0 -0.1
H -0.180285 0.112294 -1.936163 0.1 0.0 0.1
H -0.659921 1.808314 -1.511686 0.1 0.0 0.2
H -1.029438 1.178167 0.828807 0.0 -0.1 0.1
```
Positions in Å, forces in eV/Å.

Values from the calculation:
HOMO level: -8.48 eV
ΔE to the lowest compared entry with this formula, charge and spin: 377.5 kJ/mol
Orbital gap: 9.07 eV
Lowest unoccupied orbital energy: 0.592 eV

(12)
Entry from the Open Molecules 2025 dataset: a structure of composition C5H5F2NO (wB97M-V/def2-TZVPD).

XYZ file:
```
14
Properties=species:S:1:pos:R:3:forces:R:3
C -1.900460 0.092104 0.426826 -1.1 -0.8 -0.7
C 0.416169 -0.030822 0.349700 -1.0 2.6 0.4
C -1.474371 0.018519 -0.970465 1.4 1.1 0.5
C -0.138042 0.079558 -1.046833 0.8 -2.4 -1.9
C 0.828296 1.632108 -1.861878 -0.2 1.7 -1.0
N -0.799360 -0.040966 1.165709 1.7 -0.2 -1.7
O -3.044255 0.087406 0.790285 -1.3 0.4 0.8
F 0.005941 2.217098 -2.760718 0.8 -0.7 0.7
F 1.838141 1.181609 -2.585545 -0.2 0.1 0.0
H 0.820091 -0.978412 0.364960 1.8 -1.9 0.7
H 1.015732 0.865807 0.704600 -0.1 -1.5 -0.8
H -2.126247 0.088813 -1.764380 -1.4 -0.2 -1.5
H 0.366798 -0.445929 -2.007675 -0.9 1.4 2.4
H -0.713593 0.123515 2.109422 -0.3 0.4 2.3
```
Positions in Å, forces in eV/Å.

Values from the calculation:
HOMO level (alpha / beta): -9.23 / -9.24 eV
ΔE to the lowest compared entry with this formula, charge and spin: 248.5 kJ/mol
Orbital gap (alpha / beta): 8.07 / 8.07 eV
Lowest unoccupied orbital energy (alpha / beta): -1.166 / -1.168 eV

| no. | largest force on an atom (eV/Å) |
| --- | --- |
| 1 | 2.1 |
| 2 | 4.6 |
| 3 | 5.3 |
| 4 | 5.5 |
| 5 | 7.5 |
| 6 | 4.8 |
| 7 | 5.5 |
| 8 | 8.0 |
| 9 | 3.2 |
| 10 | 2.3 |
| 11 | 1.5 |
| 12 | 3.2 |